{
  "formula": "C5H5NO",
  "method": "ωB97M-V/def2-TZVPD",
  "smiles": "N#C[C@H]1C=COC1",
  "e_above_lowest_kj_mol": 118.7,
  "energy_ha": -323.47449,
  "charge": 0,
  "homo_ev": -9.4,
  "gap_ha": 0.3746,
  "species": ["O", "N", "C", "C", "C", "C", "C", "H", "H", "H", "H", "H"],
  "positions_angstrom": [[0.257306, -0.706062, 1.404919], [0.973552, -1.186541, -2.463104], [0.169338, 0.511233, -0.617985], [0.964449, 0.314472, 0.684653], [-1.212847, 0.136609, -0.106009], [-1.031216, -0.618707, 0.975442], [0.611162, -0.424943, -1.671070], [-1.746562, -1.200197, 1.543418], [-2.148952, 0.401373, -0.573875], [0.249254, 1.530475, -1.005065], [0.913954, 1.244296, 1.265601], [2.000560, -0.002003, 0.563078]],
  "forces_ev_per_angstrom": [[-0.020, -0.045, -0.017], [-0.366, 0.779, 0.738], [0.065, 0.077, 0.014], [0.192, 0.123, -0.051], [-0.055, -0.100, 0.142], [-0.218, 0.109, -0.093], [0.329, -0.650, -0.707], [0.068, 0.182, 0.004], [0.116, -0.239, -0.058], [0.031, -0.116, 0.128], [0.026, -0.142, -0.038], [-0.168, 0.022, -0.061]],
  "nbo_charge": [-0.485, -0.317, -0.376, -0.052, -0.320, 0.162, 0.280, 0.211, 0.238, 0.258, 0.188, 0.213]
}